Here is a molecular structure, C12H11Cl2F6N3O2RuS3Sb from OMol25. Energies are from the ωB97M-V functional and the def2-TZVPD basis.

Cartesian coordinates (Å):
Ru (1.397, 0.249, 0.390)
O (-1.262, 3.778, 1.374)
C (-2.370, 3.187, 0.926)
C (-3.572, 3.871, 1.126)
C (-4.755, 3.327, 0.692)
C (-4.793, 2.082, 0.043)
C (-3.628, 1.399, -0.160)
C (-2.390, 1.930, 0.273)
C (-1.184, 1.185, 0.069)
O (-0.038, 1.643, 0.427)
N (-1.247, -0.023, -0.564)
N (-0.046, -0.544, -0.676)
C (-0.025, -1.702, -1.419)
S (-1.457, -2.540, -1.740)
C (-0.577, -4.019, -2.328)
C (0.679, -3.561, -3.037)
S (1.449, -2.278, -2.002)
H (-0.487, 3.221, 1.199)
H (-3.535, 4.828, 1.628)
H (-5.677, 3.871, 0.856)
H (-5.735, 1.670, -0.289)
H (-3.633, 0.439, -0.654)
H (-1.242, -4.564, -2.996)
H (-0.355, -4.628, -1.452)
H (0.471, -3.122, -4.013)
H (1.400, -4.369, -3.148)
Cl (4.786, -0.376, -1.465)
C (4.190, 1.246, -1.254)
Cl (2.392, 1.337, -1.495)
H (4.597, 1.907, -2.010)
H (4.370, 1.591, -0.244)
F (2.583, -1.516, 0.632)
Sb (1.732, -2.425, 2.194)
F (0.624, -0.755, 2.025)
F (0.525, -3.116, 0.916)
F (0.681, -3.020, 3.595)
F (2.870, -3.872, 1.984)
F (2.885, -1.453, 3.273)
S (4.354, 2.324, 3.399)
C (3.373, 1.654, 2.359)
N (2.654, 1.144, 1.567)

orbital gap (spin up / spin down)	4.0629 / 4.0753	eV
net charge	+1
energy relative to the best compared isomer or geometry (same formula, charge and spin)	0.0	kcal per mole
molar mass	733.16	g/mol

Mulliken atomic charge list, values in e, 2 entries:
1. Ru 0.640
2. O -0.612